ORCA calculation (ωB97M-V with the def2-TZVPD basis set) on C38H44OOsP2 as an isolated structure.

For the energy above the lowest of the compared OMol25 structures with the same formula, charge and spin, the calculation gives 0.773 eV. The calculation puts the max |F| at 0.123 Eh/bohr. Its expectation value of S² is 6.02. As for the HOMO energy (spin up / spin down): -0.377 / -0.531 Eh. As for the multiplicity: 5. The LUMO energy (spin up / spin down) is -5.81 / -7.29 eV. As for the total charge: +2.

Geometry (Å):
Os 1.7507 -0.0557 -1.2900
C 3.6256 -0.6253 -1.2946
C 3.4227 0.5608 -0.4440
C 3.8430 1.9335 -0.9219
C 3.1404 2.3311 -2.2410
C 1.8743 1.5137 -2.4608
C 1.9107 0.2482 -3.2130
C 3.2132 -0.2671 -3.7704
C 4.2579 -0.5123 -2.6626
C -3.1600 -0.0853 -0.0025
H 3.8906 -1.5364 -0.7400
H 3.5685 0.3805 0.6233
H 4.9373 1.9928 -1.0254
H 3.5803 2.6642 -0.1424
H 2.8502 3.3909 -2.1643
H 3.8212 2.2381 -3.0965
H 0.9659 2.1128 -2.5993
H 1.0241 0.0532 -3.8181
H 3.6110 0.4069 -4.5400
H 3.0106 -1.2176 -4.2826
H 4.7580 -1.4693 -2.8693
H 5.0387 0.2586 -2.6755
H -2.7481 -1.0867 -0.1549
H -4.2092 -0.0462 -0.3260
H -3.0956 0.2023 1.0528
P 0.1716 -0.6022 1.8844
P -2.2436 1.1119 -0.9676
C 0.3242 0.5465 0.4397
C -0.5502 1.3069 -0.4138
C 0.2060 0.1595 3.4946
C 1.4295 0.7660 3.8813
C 1.6491 1.0963 5.2177
C 0.6529 0.8638 6.1735
C -0.6005 0.3847 5.7675
C -0.8524 0.0931 4.4262
C 1.5499 -1.7288 1.6239
C 1.5236 -2.4603 0.4187
C 2.2459 -3.6569 0.3271
C 3.1450 -3.9999 1.3446
C 3.3839 -3.0992 2.3896
C 2.6027 -1.9500 2.5340
C -3.2745 2.5865 -0.9606
C -3.3568 3.3415 0.2292
C -4.3821 4.2746 0.3873
C -5.2847 4.5154 -0.6571
C -5.1270 3.8540 -1.8811
C -4.1242 2.8950 -2.0390
C -2.0809 0.5205 -2.6750
C -1.9485 -0.8616 -2.9068
C -1.8041 -1.3396 -4.2100
C -1.7224 -0.4471 -5.2836
C -1.7257 0.9319 -5.0398
C -1.8778 1.4166 -3.7377
H 1.0962 1.2406 0.8455
H -0.1452 2.2986 -0.6648
H 2.2088 0.9498 3.1377
H 2.6105 1.5232 5.5097
H 0.8497 1.0662 7.2259
H -1.3899 0.2335 6.5091
H -1.8615 -0.1888 4.1041
H 0.9618 -2.0658 -0.4661
H 2.1144 -4.2998 -0.5496
H 3.6865 -4.9490 1.2991
H 4.1787 -3.2869 3.1146
H 2.7796 -1.2459 3.3491
H -2.6313 3.1664 1.0301
H -4.4862 4.8048 1.3330
H -6.1022 5.2271 -0.5226
H -5.7954 4.0702 -2.7133
H -4.0128 2.3703 -2.9899
H -1.9691 -1.5581 -2.0662
H -1.7601 -2.4186 -4.3836
H -1.6427 -0.8225 -6.3069
H -1.6121 1.6419 -5.8629
H -1.8712 2.4919 -3.5413
C -2.6597 -3.3057 1.7744
C -1.7039 -2.5796 2.6714
C -0.6011 -3.3981 3.2843
O -1.1403 -1.4855 1.7321
H -2.1031 -3.9696 1.0981
H -3.2423 -2.5956 1.1819
H -3.3515 -3.9208 2.3499
H -2.2340 -2.0237 3.4545
H -0.1298 -4.0390 2.5276
H 0.1756 -2.7931 3.7678
H -1.0274 -4.0431 4.0588

Atomic forces in eV per Å
-5.322 -2.006 2.753
1.986 -1.303 0.949
1.798 0.649 0.185
0.288 0.635 0.082
0.166 0.620 0.248
0.289 2.605 -1.824
0.251 0.873 -1.944
0.409 -0.495 -0.587
0.431 -0.456 -0.758
-0.041 -0.170 -0.049
-0.021 0.327 -0.198
-0.291 -0.029 -0.068
-0.167 -0.049 0.062
0.043 -0.193 -0.177
0.245 -0.338 -0.204
-0.177 0.057 0.140
0.212 -0.226 -0.096
-0.063 -0.112 0.133
-0.126 -0.019 0.104
0.019 0.231 0.143
-0.019 0.380 0.028
-0.162 -0.128 0.136
-0.119 0.242 0.201
0.292 -0.015 0.022
-0.023 -0.149 -0.193
-0.560 -0.491 -1.400
0.299 -0.209 -0.865
0.527 0.093 1.453
-0.389 0.399 0.540
0.562 0.805 0.423
-0.473 -0.389 0.216
-0.057 0.112 -0.094
-0.100 -0.193 -0.434
0.035 0.228 0.046
0.267 -0.269 -0.197
0.929 0.601 0.069
-0.577 -0.498 0.258
0.276 0.231 0.002
-0.204 0.142 -0.233
0.144 0.297 0.181
-0.425 -0.466 -0.134
0.201 0.821 0.194
-0.206 -0.296 -0.197
0.074 -0.068 -0.151
0.265 -0.215 -0.109
0.142 0.005 0.257
-0.053 -0.227 0.178
0.501 -0.305 -0.199
-0.253 0.265 -0.070
0.073 -0.045 0.036
-0.013 0.142 0.215
0.087 0.009 0.124
-0.187 -0.120 0.021
-0.280 -0.334 -0.109
-0.333 -0.435 -0.050
-0.130 -0.148 0.252
-0.343 -0.103 -0.046
-0.086 -0.033 -0.286
0.254 0.174 -0.310
0.547 -0.056 0.231
-0.192 -0.913 0.887
0.153 0.272 0.328
-0.155 0.390 0.009
-0.263 -0.024 -0.263
-0.138 -0.502 -0.059
-0.340 0.051 -0.146
0.068 -0.072 -0.270
0.314 -0.220 -0.046
0.170 -0.042 0.216
-0.252 0.160 0.388
-0.125 0.076 -0.344
0.008 0.419 0.039
0.001 0.132 0.381
-0.035 -0.287 0.269
-0.022 -0.321 -0.203
0.068 -0.440 -0.341
0.287 1.037 -0.080
0.257 -0.357 -0.123
0.146 0.248 0.442
-0.180 0.186 0.083
0.003 -0.198 0.203
0.048 0.023 0.077
0.105 -0.108 -0.334
-0.022 0.147 0.189
-0.277 -0.064 -0.076
-0.037 0.048 -0.130

---

ORCA calculation (ωB97M-V with the def2-TZVPD basis set) on C38H45N7SSeV as an isolated structure.

For the energy above the lowest of the compared OMol25 structures with the same formula, charge and spin, the calculation gives 0.000 eV. The calculation puts the max |F| at 0.031 Eh/bohr. Its expectation value of S² is 2.03. As for the HOMO energy (spin up / spin down): -0.357 / -0.357 Eh. As for the multiplicity: 3. The LUMO energy (spin up / spin down) is -3.02 / -3.01 eV. As for the total charge: +1.

Geometry (Å):
V 0.6885 2.3289 0.3015
C -0.1724 2.1823 -3.1762
C -1.1881 2.8805 -2.3205
C -2.3464 3.3743 -2.9102
C -3.2912 4.0179 -2.1478
C -3.0436 4.1968 -0.7969
C -1.8698 3.7226 -0.2707
N -0.9507 3.0359 -1.0075
C -1.5180 3.9749 1.1562
C -2.2223 4.7876 2.0239
C -1.7311 4.9804 3.3039
C -0.5598 4.3563 3.7056
C 0.0924 3.5427 2.8078
N -0.3973 3.3797 1.5689
C 1.3135 2.7366 3.0977
C 1.8801 2.7124 4.3490
C 2.9476 1.8627 4.5857
C 3.3743 1.0380 3.5708
C 2.7620 1.0964 2.3228
C 3.2002 0.1611 1.2303
N 1.7691 1.9659 2.0757
H 0.5473 2.9045 -3.5764
H 0.3609 1.4225 -2.6181
H -0.6630 1.6898 -4.0150
H -2.4909 3.2281 -3.9725
H -4.2088 4.3839 -2.5925
H -3.7599 4.7057 -0.1693
H -3.1282 5.2842 1.7081
H -2.2618 5.6259 3.9937
H -0.1678 4.5132 4.7008
H 1.4943 3.3457 5.1375
H 3.4195 1.8306 5.5616
H 4.1775 0.3286 3.7297
H 3.9678 0.6201 0.6036
H 3.6192 -0.7416 1.6724
H 2.3657 -0.1321 0.5922
C -5.6575 -2.2351 1.6006
C -5.2007 -2.4120 0.1523
C -3.7978 -2.9904 0.0177
C -2.7336 -2.0449 0.5507
N -1.3835 -2.5684 0.3359
C -0.5411 -2.1736 -0.6523
Se -0.8720 -0.8605 -1.9049
N 0.5856 -2.9268 -0.5087
C 1.7466 -2.9120 -1.3973
C 1.7797 -4.1061 -2.3345
C 0.6978 -4.1027 -3.4161
C -0.6720 -4.5997 -2.9374
C 0.4508 -3.8053 0.5718
C 1.3172 -4.7414 1.1150
C 0.8707 -5.4390 2.2309
C -0.3954 -5.2024 2.7752
C -1.2542 -4.2625 2.2219
C -0.7998 -3.5756 1.1089
H -6.6907 -1.8859 1.6492
H -5.0466 -1.5056 2.1398
H -5.6053 -3.1831 2.1470
H -5.2418 -1.4512 -0.3731
H -5.8962 -3.0727 -0.3655
H -3.5713 -3.1893 -1.0335
H -3.7441 -3.9508 0.5424
H -2.8437 -1.8566 1.6190
H -2.7844 -1.0918 0.0316
H 2.6452 -2.8906 -0.7780
H 1.6898 -1.9818 -1.9583
H 1.7004 -5.0275 -1.7472
H 2.7732 -4.1142 -2.7912
H 1.0380 -4.7369 -4.2375
H 0.5979 -3.0906 -3.8209
H -0.5790 -5.5569 -2.4104
H -1.3514 -4.7529 -3.7812
H -1.1575 -3.8842 -2.2624
H 2.2972 -4.9252 0.6919
H 1.5140 -6.1821 2.6857
H -0.7144 -5.7653 3.6440
H -2.2371 -4.0804 2.6428
C 5.3248 3.4588 -3.5133
C 4.2235 2.9685 -2.6211
C 3.7482 1.6495 -2.7050
C 2.7354 1.2986 -1.8694
N 2.2132 2.1714 -0.9867
C 2.7075 3.4528 -0.9732
S 1.8922 4.4830 0.1438
N 3.7096 3.8519 -1.7732
H 5.8734 2.6404 -3.9803
H 6.0077 4.0881 -2.9423
H 4.8945 4.0811 -4.3038
H 4.1624 0.9369 -3.4058
H 2.3073 0.3001 -1.8786
C -0.5420 0.8480 1.1260
H -1.4987 0.7800 0.6018
H -0.7188 0.8572 2.2023
H 0.0181 -0.0751 0.8891

Atomic forces in eV per Å
-0.899 -0.984 -0.145
-0.041 0.148 0.004
0.295 -0.133 0.227
-0.109 -0.032 -0.166
-0.143 0.052 -0.067
-0.299 0.147 -0.103
0.591 -0.193 0.267
-0.329 0.330 0.107
0.271 -0.268 -0.257
-0.210 0.185 0.147
-0.080 0.085 0.059
-0.102 0.194 0.282
0.195 -0.372 -0.388
-0.367 0.835 0.755
-0.322 0.012 -0.411
0.079 0.149 0.307
0.054 0.033 0.186
0.114 -0.149 -0.027
-0.188 0.131 -0.221
0.002 0.042 0.052
0.298 -0.039 0.783
-0.046 -0.030 0.063
-0.028 0.033 0.015
0.006 0.055 -0.021
-0.018 -0.001 0.036
0.060 -0.017 0.020
0.001 0.001 -0.042
0.033 -0.002 0.045
0.038 -0.042 -0.055
-0.070 0.004 -0.041
0.059 -0.089 -0.056
-0.046 0.002 -0.096
-0.051 0.054 -0.012
-0.032 0.011 0.023
0.034 0.003 -0.010
-0.030 0.051 0.039
0.010 -0.011 0.026
-0.064 0.085 0.057
0.039 -0.097 -0.007
0.253 -0.144 0.028
-0.345 0.114 0.120
0.085 -0.323 0.485
0.214 -0.277 -0.031
0.285 0.034 -0.058
-0.253 -0.021 0.190
0.041 -0.114 -0.053
-0.160 -0.017 0.014
-0.040 0.017 0.060
0.307 0.240 -0.445
0.060 -0.094 0.085
0.022 0.065 -0.094
-0.043 0.042 -0.026
-0.095 -0.088 0.153
-0.429 0.412 -0.162
0.059 -0.025 -0.024
-0.031 -0.049 -0.042
0.007 0.079 -0.062
-0.016 -0.037 0.033
-0.043 -0.017 -0.017
-0.028 0.012 0.003
0.025 0.024 -0.024
-0.002 -0.019 0.030
0.008 0.079 -0.026
-0.007 0.021 0.095
-0.003 0.053 -0.065
0.069 0.008 -0.031
-0.038 -0.013 -0.060
-0.034 -0.019 0.018
-0.003 -0.052 -0.022
0.005 0.104 -0.071
0.107 0.040 0.082
0.096 -0.212 -0.204
-0.052 -0.002 0.027
-0.035 0.043 -0.033
0.024 0.034 -0.055
0.095 -0.016 -0.039
-0.029 0.013 0.021
0.118 0.163 -0.070
0.299 0.083 -0.248
-0.345 0.006 0.523
1.111 0.271 -1.082
0.164 -0.385 -0.287
0.291 -0.009 -0.367
-0.283 -0.126 0.229
-0.059 0.035 0.056
-0.043 -0.037 -0.038
0.025 -0.042 0.069
0.002 0.083 0.033
-0.056 0.066 0.028
0.001 -0.427 -0.198
0.017 0.048 0.052
0.075 0.064 0.059
-0.093 0.131 0.066

---

ORCA calculation (ωB97M-V with the def2-TZVPD basis set) on a 4-piece molecular cluster, C38H46Cl2F2N2O12 overall.

The calculation puts the max |F| at 0.115 Eh/bohr. As for the HOMO energy: -0.263 Eh. Its SMILES is C=CCc1c(/C(Cl)=C(\C)Cl)cc2c(c1CN)C(=O)c1c(OC[C@H](C)O)cc(F)c(C(=O)NC(=O)F)c1C2=O.CCOC(C)=O.CCOC(C)=O.CCOC(C)=O. The LUMO energy is -1.74 eV. As for the total charge: 0.

Geometry (Å):
C 1.0357 -6.0890 2.3448
C 2.2363 -5.2438 2.3568
C 2.6598 -4.6497 0.9064
C 1.5986 -3.4933 0.4842
C 1.9500 -2.0517 1.0330
C 3.2207 -1.7428 1.9444
Cl 3.0697 -1.6953 3.7866
C 4.5104 -1.5045 1.3596
C 4.7430 -1.5717 -0.2328
Cl 5.9520 -1.1147 2.4464
C 0.9931 -0.8776 0.6810
C -0.2456 -1.1909 -0.1937
C -0.6323 -2.6035 -0.7501
C 0.3270 -3.7813 -0.4017
C -0.0069 -5.2684 -0.9426
N -1.2595 -5.7944 -0.2838
C -1.9782 -2.7621 -1.6284
O -1.9861 -3.5807 -2.5940
C -3.1933 -1.8227 -1.2164
C -4.7174 -2.2272 -1.3516
O -4.9804 -3.4965 -1.9125
C -6.2787 -4.0273 -1.5426
C -6.3170 -4.6667 -0.0442
C -6.7734 -3.6283 1.0933
O -5.0905 -5.3433 0.3128
C -5.7548 -1.1690 -0.8954
C -5.3682 0.2244 -0.2900
F -6.3314 1.1854 0.1599
C -3.8710 0.6233 -0.1573
C -3.5294 2.0476 0.4671
O -2.9925 2.9739 -0.2012
N -3.8901 2.3542 1.8850
C -3.1799 1.4927 2.8391
O -3.3250 1.7171 4.0683
F -2.3266 0.4089 2.4906
C -2.8121 -0.4028 -0.6451
C -1.2729 0.0007 -0.5633
O -0.7879 1.1378 -0.7943
H 0.0445 -5.6147 2.7026
H 1.0476 -7.1927 2.0508
H 2.8168 -5.0220 3.3227
H 3.7129 -4.1697 0.9354
H 2.6538 -5.5403 0.1899
H 4.9937 -2.6692 -0.4681
H 5.6713 -0.9663 -0.5618
H 3.8309 -1.2098 -0.8181
H 1.1666 0.2005 1.0444
H -0.0850 -5.2617 -2.0881
H 0.8258 -6.0079 -0.6720
H -1.8942 -6.2131 -0.9769
H -1.7149 -5.0410 0.2472
H -6.4611 -4.9309 -2.2455
H -7.1612 -3.3164 -1.7393
H -7.1421 -5.4839 -0.0989
H -7.5465 -2.8575 0.7573
H -7.2215 -4.2033 1.9834
H -5.8192 -3.1219 1.4890
H -5.2436 -5.7759 1.1881
H -6.8728 -1.3890 -0.9752
H -4.9044 2.1990 2.0065
C -1.7065 6.2305 -1.5981
C -1.1125 6.8800 -0.3660
O -1.4583 8.2725 -0.3032
C -2.6005 8.7471 0.2297
C -3.7215 7.7892 0.5194
O -2.7449 9.9372 0.3962
H -2.7983 6.2646 -1.5843
H -1.3952 5.1861 -1.6716
H -1.3862 6.7584 -2.5000
H -1.3873 6.3638 0.5571
H -0.0222 6.8371 -0.4296
H -4.3977 7.7579 -0.3369
H -4.2659 8.1501 1.3945
H -3.3898 6.7811 0.7606
C 8.8733 -4.6898 3.2245
C 7.4577 -4.1637 3.3440
O 6.5643 -4.8883 2.4835
C 5.9583 -6.0432 2.8161
C 6.4381 -6.7961 4.0246
O 5.0934 -6.5027 2.1034
H 8.9428 -5.7338 3.5394
H 9.5570 -4.0985 3.8377
H 9.2084 -4.6509 2.1849
H 7.0949 -4.1603 4.3749
H 7.4302 -3.1262 3.0049
H 7.1800 -7.5351 3.7163
H 5.5845 -7.3090 4.4728
H 6.8559 -6.1611 4.8032
C 1.1390 8.2049 -3.0743
C 2.4435 8.4742 -3.7951
O 2.3655 8.0680 -5.1697
C 1.8790 8.8381 -6.1623
C 1.1032 10.0759 -5.8097
O 1.9999 8.4914 -7.3152
H 0.3153 8.7782 -3.5058
H 1.2223 8.4639 -2.0163
H 0.8666 7.1496 -3.1587
H 2.7648 9.5153 -3.7103
H 3.2341 7.8705 -3.3425
H 0.0388 9.8359 -5.7779
H 1.2796 10.8256 -6.5837
H 1.4034 10.5323 -4.8686

Atomic forces in eV per Å
1.017 1.254 0.760
-1.416 -0.954 -1.376
0.593 -0.738 0.828
-0.843 1.834 -0.068
-2.833 -0.033 -1.437
2.478 0.233 -1.563
-0.155 -0.131 -2.435
-2.860 -0.208 0.615
0.867 -0.221 0.827
-1.923 -0.397 -1.629
-0.779 -3.395 -1.379
0.176 -1.592 0.415
2.768 0.895 2.367
0.601 2.336 0.560
0.472 0.222 0.316
0.557 0.642 -0.546
0.878 -1.640 -1.719
-0.480 3.236 3.820
-1.549 2.279 0.982
2.074 2.876 0.845
-0.827 2.908 1.792
-0.603 -2.220 0.089
-1.831 0.120 0.149
0.740 -0.407 0.508
-0.925 0.507 0.235
1.630 1.114 0.539
3.092 -2.044 -0.866
2.086 -2.590 -1.154
-1.575 -2.553 -1.070
1.677 2.716 -2.934
-2.367 -4.151 2.778
1.671 -3.240 -0.977
-0.966 0.919 5.754
0.767 -1.273 -5.643
-1.848 2.668 -0.506
-2.595 -0.605 -0.284
2.437 0.901 -0.228
-2.425 -3.736 0.951
1.847 -1.578 1.136
-0.370 2.147 -1.376
-1.740 1.251 -1.415
-1.747 -0.909 -0.108
-0.038 1.407 0.706
-0.565 1.587 0.169
-1.599 -0.831 0.806
1.230 -0.650 1.037
-0.279 -1.997 -0.665
-0.001 0.262 1.708
-0.983 1.421 -0.351
0.306 0.651 0.579
0.010 -0.650 -0.603
0.628 1.649 0.980
1.492 -0.882 0.536
1.102 1.415 -0.136
1.144 -1.126 0.341
0.619 0.781 -1.346
-1.527 -0.456 -0.654
0.149 0.549 -1.071
1.921 0.402 0.140
0.579 0.184 0.266
-0.187 -0.025 -0.123
-0.142 -0.215 -0.191
0.450 0.338 0.159
-0.435 0.631 -0.040
-0.076 -0.369 0.613
0.447 -0.787 -0.211
0.077 -0.103 0.080
-0.036 0.058 0.031
0.062 -0.041 0.119
-0.099 0.068 -0.077
-0.117 0.268 0.066
0.068 0.000 0.057
-0.012 0.145 -0.265
-0.023 -0.051 -0.226
0.066 -0.271 -0.025
0.350 -0.021 0.072
-0.416 0.311 -0.266
-0.241 -0.536 -0.326
-0.252 0.095 0.653
0.580 0.626 0.277
0.013 0.095 0.078
-0.058 -0.015 -0.045
-0.053 0.110 0.089
-0.014 -0.122 -0.071
-0.179 -0.317 -0.080
-0.055 0.066 0.014
0.115 -0.091 -0.262
0.195 -0.027 -0.106
-0.206 0.027 -0.050
-0.204 -0.006 0.136
0.463 -0.250 -0.134
-0.292 -0.088 -0.728
0.287 0.635 0.110
0.125 -0.014 0.936
0.081 0.055 0.108
-0.020 0.010 -0.065
0.158 0.051 0.025
-0.113 -0.029 -0.078
-0.027 -0.014 -0.302
0.087 0.011 0.009
-0.165 -0.248 -0.050
-0.167 -0.123 0.095